Record 1
ORCA calculation (wB97M-V/def2-TZVPD) on an isolated molecule of C2H7N3O2.

```
14
Properties=species:S:1:pos:R:3:forces:R:3:lowdin_charge:R:1
H -1.31364 0.29263 2.35630 0.3444 0.0354 0.0116 0.05
N -1.54341 0.16674 1.37230 0.6800 0.6390 -0.7005 0.17
C -0.52404 0.10188 0.60119 -1.3074 -3.8992 0.8297 -0.43
C -0.76470 -0.24416 -0.86696 0.0736 0.6859 0.9301 -0.17
N -0.22466 0.89674 -1.59592 -0.6549 2.7926 1.7745 -0.11
O 1.18390 0.77003 -1.73272 0.5363 -0.2231 -0.0691 -0.11
N 0.81111 -0.11831 1.05871 0.6947 1.2271 0.3256 -0.05
O 1.03077 -1.42238 1.59143 -0.4903 -0.0753 -0.2197 -0.05
H -0.25683 -1.16909 -1.15281 -0.2447 0.0750 0.0383 0.13
H -1.84150 -0.25188 -1.05099 0.1673 -0.2676 -0.0293 0.11
H -0.34975 1.64406 -0.74729 0.6942 -1.2271 -3.3622 0.17
H 1.34362 0.69090 -2.68717 -0.2851 0.1581 0.3953 0.10
H 1.48964 -0.01830 0.30370 -0.2811 -0.1952 0.2240 0.10
H 0.95948 -1.33887 2.55025 0.0730 0.2745 -0.1484 0.09
```
Forces are in eV/Å.

Values from the calculation:
Kohn-Sham gap = 10.0 eV
multiplicity = 1
M = 105.1 g/mol
SMILES = [H]/N=C(/CNO)NO
LUMO = 0.0265 Eh
energy = -394.99114 Ha

***

Record 2
ORCA calculation (wB97M-V/def2-TZVPD) on an isolated molecule of C2H7N3O2.

```
14
Properties=species:S:1:pos:R:3:forces:R:3:lowdin_charge:R:1
C 2.56490 -0.17738 -0.04412 -1.6035 -2.7788 2.5484 -0.08
O 1.20501 -0.47764 -0.53691 0.6081 0.3724 2.0403 -0.20
N 0.18529 -0.66240 0.55075 0.3380 -1.3763 -0.7861 0.01
C -1.14985 -0.31101 -0.08182 -1.1403 -8.6925 3.3913 -0.49
O -2.03409 -1.26917 0.00319 3.0657 4.2954 -0.9581 -0.04
N -1.30457 0.93079 -0.37805 3.5157 2.2594 1.4055 0.05
N -0.25046 1.82926 0.31422 1.1326 -1.3213 -1.4606 0.03
H 3.08875 0.28990 -0.74610 1.7482 1.1640 -4.2456 0.03
H 2.82653 0.56825 0.69524 -1.6021 0.2231 1.3214 0.08
H 3.11869 -1.09513 0.26362 -0.6784 0.4177 -0.3141 0.10
H 0.24395 -1.69135 0.98762 -0.5449 2.6965 -2.1416 0.19
H -2.24645 1.18935 -0.49063 -1.0502 1.1529 0.0380 0.13
H 0.09139 1.35354 1.26005 -1.5173 0.7415 -2.6633 0.12
H 0.60769 1.60676 -0.35294 -2.2715 0.8461 1.8244 0.10
```
Forces are in eV/Å.

Values from the calculation:
Kohn-Sham gap = 10.1 eV
multiplicity = 1
M = 105.1 g/mol
SMILES = CONC(=O)NN
LUMO = 0.0261 Eh
energy = -394.97668 Ha

***

Record 3
ORCA calculation (wB97M-V/def2-TZVPD) on a 2-piece molecular cluster, C2H7N3O3 overall.

```
15
Properties=species:S:1:pos:R:3:forces:R:3:lowdin_charge:R:1
N -1.08664 1.46789 -0.37274 -0.0435 0.0098 -0.3765 0.16
C -0.58574 0.48698 0.43334 -2.1409 -0.7449 0.6039 -0.59
N 0.07422 0.91472 1.56707 0.4026 -0.0142 -0.2138 0.14
N -0.94253 -0.76998 0.39267 0.4870 0.5177 0.4507 -0.01
O -1.81314 -1.06955 -0.68647 0.0621 0.4648 -0.2397 -0.09
H -0.49547 2.25042 -0.59551 0.0638 0.0002 0.0695 0.10
H -1.68630 1.16623 -1.12311 0.1720 -0.1684 -0.0507 0.09
H 0.72858 1.66499 1.39763 0.0977 -0.0410 0.0477 0.10
H 0.48003 0.15869 2.09860 0.0708 -0.0005 -0.1006 0.09
H -2.21054 -1.90920 -0.42535 0.1917 0.2160 0.0631 0.09
O 1.89258 0.56409 -1.06927 -0.3506 -0.1083 0.6745 0.06
C 1.45584 -0.51430 -0.76955 0.7834 -0.9340 -1.5534 -0.45
O 1.88681 -1.21118 0.29366 0.4680 0.1856 0.2544 0.06
H 0.82856 -1.11535 -1.46622 -0.0260 0.3633 0.4319 0.14
H 1.47375 -2.08446 0.32526 -0.2382 0.2537 -0.0611 0.11
```
Forces are in eV/Å.

Values from the calculation:
Kohn-Sham gap = 9.2 eV
multiplicity = 1
M = 121.1 g/mol
SMILES = NC(N)=NO.O=CO
LUMO = 0.0259 Eh
energy = -470.35737 Ha

***

Record 4
ORCA calculation (wB97M-V/def2-TZVPD) on an isolated molecule of C2H7N3OS.

```
14
Properties=species:S:1:pos:R:3:forces:R:3:lowdin_charge:R:1
H -2.66467 -1.78686 -0.97502 2.7497 0.7968 0.0334 0.09
N -1.73334 -1.34615 -1.30781 -1.5620 0.0310 -0.4318 0.10
C -0.91460 -0.71862 -0.57580 -1.9585 1.0363 2.0999 -0.58
N -0.80634 -0.90080 0.88135 -3.0574 -2.7495 0.6626 -0.43
S -0.65708 0.30584 2.15816 1.7778 -3.1451 0.8802 0.61
N -0.12463 0.37756 -0.97815 -2.9500 0.1271 -2.4378 -0.11
O 1.12387 -0.02078 -0.60266 2.5160 0.9923 -0.1284 -0.28
C 1.82044 1.21480 -0.21251 -0.2408 -0.1700 -2.2446 -0.09
H -1.57378 -1.69444 1.19863 2.5939 2.8001 -1.2610 0.13
H 0.21221 -0.67278 3.15467 -1.7944 2.3702 -2.2929 0.00
H -0.41036 0.91794 -2.08851 1.7689 -2.8154 3.7859 0.26
H 1.31997 1.57211 0.76789 1.2670 -0.2476 -1.6982 0.04
H 1.37216 1.79119 -1.23499 2.4233 0.0130 3.1061 0.12
H 3.03615 0.96098 -0.18526 -3.5335 0.9608 -0.0734 0.14
```
Forces are in eV/Å.

Values from the calculation:
Kohn-Sham gap = 9.0 eV
multiplicity = 1
M = 121.2 g/mol
SMILES = [H]/N=C(\NS)NOC
LUMO = 0.0114 Eh
energy = -717.85567 Ha

***

Record 5
ORCA calculation (wB97M-V/def2-TZVPD) on an isolated molecule of C2H7N3OS.

```
14
Properties=species:S:1:pos:R:3:forces:R:3:lowdin_charge:R:1
N -0.53185 2.09991 -0.62082 1.6851 -0.8942 -0.7259 0.00
C -0.14619 1.33490 0.59134 -2.6431 -0.7777 -0.5763 -0.23
C 0.49745 0.01562 0.24176 -0.1432 -1.9801 -0.6221 -0.45
N 1.74764 -0.15588 -0.02062 0.5286 -0.9798 0.6061 0.08
O 2.01346 -1.63442 -0.29978 -2.4874 2.3255 -0.2217 -0.11
N -0.31198 -1.11095 0.04046 -0.4350 -2.3685 -1.0681 -0.41
S -2.02090 -1.18810 -0.18401 -0.3054 -1.5673 1.9755 0.65
H 0.24689 1.92100 -1.30472 -0.8273 0.6882 0.7012 0.09
H -1.24435 1.51079 -0.97900 -1.2616 -0.1508 -0.9831 0.01
H 0.44642 2.02947 1.12116 0.7561 -0.0188 1.3255 0.09
H -1.20032 1.05177 1.06053 2.5183 0.7685 -0.2148 0.12
H 2.91811 -1.68237 -0.11266 2.1687 0.0802 0.3394 0.04
H 0.20891 -1.94829 -0.44453 -1.2860 2.5218 1.4518 0.12
H -2.62329 -2.24345 0.91089 1.7324 2.3531 -1.9875 -0.02
```
Forces are in eV/Å.

Values from the calculation:
Kohn-Sham gap = 9.3 eV
multiplicity = 1
M = 121.2 g/mol
SMILES = NC/C(=N/O)NS
LUMO = 0.0072 Eh
energy = -717.96479 Ha

***

Record 6
ORCA calculation (wB97M-V/def2-TZVPD) on a 2-piece molecular cluster, C2H7N3OS overall.

```
14
Properties=species:S:1:pos:R:3:forces:R:3:lowdin_charge:R:1
C -0.03223 1.43511 0.52678 0.6733 3.0043 0.5022 -0.24
C 0.70068 0.29146 -0.02842 -1.6020 -2.0514 -0.2523 -0.48
H -0.80350 2.46810 -1.21942 -0.1987 -0.6150 1.6755 0.09
H -1.90375 1.51316 -0.54679 -1.7005 -1.9064 -0.1695 -0.04
H 0.84623 2.17015 0.64693 -1.6192 -0.3675 -0.2993 0.12
H -0.19092 1.19858 1.65795 -0.7822 0.4076 -2.1052 0.14
H 0.26251 -1.37324 -1.71017 -1.8244 1.5378 4.8806 0.29
H -1.73035 -1.68816 1.37290 0.3813 0.2553 -1.2306 -0.11
H 3.62476 -0.36186 -0.05425 -3.6206 -3.8353 0.3601 0.20
N -1.17806 2.09756 -0.30220 4.0989 1.3182 0.7740 0.01
N -0.24562 -0.79763 -0.37773 4.0295 -1.3134 -4.0335 -0.49
N 2.00165 0.34183 0.00328 -2.5422 -1.6682 0.4351 -0.01
O 2.65794 -0.97878 0.02070 3.9251 4.8669 -1.1419 -0.17
S -1.83906 -1.12177 0.08961 0.7818 0.3670 0.6048 0.68
```
Forces are in eV/Å.

Values from the calculation:
Kohn-Sham gap = 8.3 eV
multiplicity = 1
M = 121.2 g/mol
LUMO = -0.0159 Eh
energy = -717.85078 Ha

***

Record 7
ORCA calculation (wB97M-V/def2-TZVPD) on an isolated molecule of C2H7N3S.

```
13
Properties=species:S:1:pos:R:3:forces:R:3:lowdin_charge:R:1
H -0.35392 2.59714 -0.03730 -0.7127 0.1450 0.0226 0.03
N 0.26520 1.81326 -0.10875 0.9049 -1.6476 0.2390 0.06
C -0.24707 0.63636 -0.01745 -0.4484 1.5573 -0.1291 -0.76
N -1.60161 0.38818 0.11732 0.8032 0.0332 0.2247 -0.14
N -2.26361 -0.80487 0.00281 -0.3271 -0.6044 -0.1206 -0.01
S 0.69789 -0.83927 -0.08720 0.2744 -0.9563 0.3069 0.87
C 2.38188 -0.17374 0.13488 -0.8368 -0.5444 -0.7507 -0.38
H -2.19701 1.15285 0.29022 -0.4401 0.9659 0.0023 0.11
H -2.04468 -1.24696 -0.87131 -0.0358 -0.3305 -0.2068 0.07
H -2.14553 -1.43845 0.78262 0.3036 0.0681 0.0146 0.08
H 2.37879 0.33102 1.07595 0.2854 0.6431 0.3016 0.02
H 2.44311 0.44126 -0.74570 0.7496 0.7154 0.1562 0.02
H 3.14425 -0.96023 0.11652 -0.5203 -0.0449 -0.0606 0.04
```
Forces are in eV/Å.

Values from the calculation:
Kohn-Sham gap = 9.6 eV
multiplicity = 1
M = 105.2 g/mol
SMILES = [H]/N=C(\NN)SC
LUMO = 0.0302 Eh
energy = -642.81390 Ha

***

Record 8
ORCA calculation (wB97M-V/def2-TZVPD) on a 2-piece molecular cluster, C2H7N3S2 overall.

```
14
Properties=species:S:1:pos:R:3:forces:R:3:lowdin_charge:R:1
C 1.84699 0.41331 0.14856 0.4941 -0.7711 -1.0695 -0.08
C -0.09164 -0.90072 -0.08916 -5.0776 -0.0317 0.9687 -0.22
N 2.49242 1.55446 0.12363 0.4716 -0.9521 0.6461 0.22
N 0.37947 -2.05093 0.14940 1.8755 -0.0603 -0.7231 0.16
N 0.62299 0.18579 -0.38743 2.3499 1.6621 -1.1501 0.05
S -5.19015 0.53623 0.69164 0.5253 0.4391 -2.4253 0.52
S -3.47985 -0.07962 0.06774 -1.5401 0.3177 0.5967 0.39
H 2.38902 -0.50222 0.53839 -1.0487 1.3685 0.3718 0.19
H 3.31233 1.66323 0.72887 -0.2813 -0.1045 -0.5165 0.16
H 2.38776 2.22552 -0.61223 -0.4613 0.6397 -0.0987 0.15
H 1.25698 -2.26085 -0.29460 0.9067 -0.9052 0.3988 0.13
H -0.20555 -2.80572 0.44061 -0.3149 -0.4175 0.0108 0.13
H 0.07194 0.86074 -0.96677 1.1503 -0.2781 1.1101 0.18
H -5.79269 1.16077 -0.53866 0.9505 -0.9065 1.8802 0.01
```
Forces are in eV/Å.

Values from the calculation:
Kohn-Sham gap (alpha / beta) = 4.5 / 4.4 eV
multiplicity = 1
M = 137.2 g/mol
LUMO (alpha / beta) = -0.4150 / -0.4154 Eh
energy = -1040.27732 Ha
total charge = +2

***

Energy relative to the best compared isomer or geometry (same formula, charge and spin) in eV, matching the order above: 5.819; 6.213; 2.227; 5.993; 3.024; 6.126; 1.055; 2.762